# 1
DFT (ωB97M-V/def2-TZVPD) results for a single C8H11ClN4O molecule in a non-equilibrium geometry.

```
25
Properties=species:S:1:pos:R:3:mulliken_charge:R:1
C 1.140 1.362 3.295 -0.61
C 1.080 0.506 2.264 0.07
C 0.087 1.159 4.269 0.59
C -0.954 -0.443 2.885 0.55
C 0.202 -1.106 0.686 -1.69
C -0.009 -0.218 -0.603 1.93
C -0.245 -1.262 -1.688 -1.82
C -1.296 0.703 -0.516 -1.71
N -0.926 0.366 4.011 -0.58
N 0.108 -0.399 1.999 0.28
N 1.300 0.473 -0.872 -0.79
N 1.491 1.265 0.187 -0.06
O -1.920 -1.149 2.643 -0.60
Cl -0.013 1.887 5.765 -0.15
H 2.050 1.946 3.479 0.40
H -0.526 -1.834 0.620 0.55
H 1.122 -1.516 0.581 0.44
H -0.119 -0.861 -2.654 0.42
H -1.254 -1.736 -1.537 0.45
H 0.495 -2.011 -1.591 0.43
H -1.109 1.669 -0.570 0.48
H -1.753 0.439 0.493 0.31
H -1.957 0.427 -1.219 0.52
H 0.800 1.967 0.668 0.34
H 2.463 1.604 0.162 0.25
```

Calculated values
Maximum force ... 6.72 eV Å⁻¹
HOMO-LUMO gap (spin up / spin down) ... 8.5 / 7.9 eV
Total energy ... -28999.674 eV
Energy relative to the best compared isomer or geometry (same formula, charge and spin) ... 3.1507 eV
Lowest unoccupied orbital energy (spin up / spin down) ... -0.345 / -0.777 eV
Total charge ... 0
E_HOMO (spin up / spin down) ... -8.8 / -8.7 eV

=====

# 2
DFT (ωB97M-V/def2-TZVPD) results for a single C8H11ClOS molecule in a non-equilibrium geometry.

```
22
Properties=species:S:1:pos:R:3:mulliken_charge:R:1
C -1.188 -1.088 -0.629 -1.48
C -1.324 0.369 -0.132 1.46
C -2.573 0.932 -0.677 -1.98
O -1.445 0.417 1.352 -0.60
C 0.013 0.878 -0.584 -1.28
Cl 0.154 2.951 0.181 -0.27
C 1.177 0.126 0.009 0.93
C 1.398 -0.666 1.132 -0.44
C 2.760 -1.070 1.199 -0.56
C 3.461 -0.704 0.097 -0.46
S 2.506 0.117 -1.043 -0.17
H -0.393 -1.547 -0.045 0.47
H -1.120 -0.969 -1.683 0.41
H -2.112 -1.657 -0.316 0.40
H -3.352 0.197 -0.652 0.47
H -2.922 1.776 -0.112 0.34
H -2.469 1.042 -1.697 0.44
H -0.839 1.183 1.474 0.49
H 0.040 1.141 -1.682 0.51
H 0.595 -0.734 1.833 0.57
H 3.118 -1.612 2.039 0.43
H 4.516 -1.083 -0.064 0.34
```

Calculated values
SMILES ... CC(C)(O)[C@@H](Cl)c1cccs1
Maximum force ... 3.18 eV Å⁻¹
HOMO-LUMO gap ... 8.6 eV
Total energy ... -33877.871 eV
Energy relative to the best compared isomer or geometry (same formula, charge and spin) ... 0.0000 eV
Lowest unoccupied orbital energy ... -0.559 eV
Total charge ... 0
E_HOMO ... -9.2 eV

=====

# 3
DFT (ωB97M-V/def2-TZVPD) results for 2 unconnected molecules or ions with the total composition C8H11F3N2OS in a non-equilibrium geometry.

```
26
Properties=species:S:1:pos:R:3:mulliken_charge:R:1
C -0.912 0.266 1.741 -1.15
C -1.433 -0.333 0.680 0.70
O -1.024 -1.599 0.378 -0.28
C -1.808 -2.392 -0.498 -0.75
C -2.472 0.452 -0.065 0.74
F -3.718 0.170 0.380 -0.24
F -2.383 1.874 -0.033 -0.27
F -2.542 0.096 -1.412 -0.24
H -0.137 -0.133 2.434 0.27
H -1.164 1.235 2.064 0.38
H -1.973 -3.240 0.077 0.33
H -1.131 -2.700 -1.374 0.18
H -2.732 -1.863 -0.853 0.36
C 1.317 2.548 -0.110 -1.02
N 1.612 1.049 -0.350 0.12
C 1.099 0.577 -1.479 0.36
N 0.530 0.285 -2.420 -0.60
C 2.426 0.351 0.450 0.00
C 2.623 -0.972 0.454 -0.40
S 2.090 -2.314 -0.501 -0.21
H 0.657 2.671 0.735 0.25
H 2.358 2.892 -0.003 0.46
H 0.934 3.082 -1.044 0.31
H 3.026 1.010 1.055 0.30
H 3.293 -1.349 1.295 0.24
H 1.466 -1.665 -1.602 0.15
```

Calculated values
SMILES ... C=C(OC)C(F)(F)F.CN(C#N)/C=C\S
Maximum force ... 4.52 eV Å⁻¹
HOMO-LUMO gap ... 8.6 eV
Total energy ... -32486.121 eV
Energy relative to the best compared isomer or geometry (same formula, charge and spin) ... 2.0852 eV
Lowest unoccupied orbital energy ... 0.670 eV
Total charge ... 0
E_HOMO ... -7.9 eV